DFT (wB97M-V/def2-TZVPD) results for a 2-piece molecular cluster, C3H6N2O2 overall.

Output
lowest unoccupied orbital energy: -1.56 eV
E: -377.64703 Ha
energy relative to the best compared isomer or geometry (same formula, charge and spin): 819.97 kJ/mol
2S+1: 1
E_HOMO: -9.51 eV
molar mass: 102.09 g mol⁻¹

CARTESIAN COORDINATES (ANGSTROEM)
C -0.95963 -0.11256 -0.31198
C 0.98639 0.97566 -0.55103
C 1.57556 -0.00561 0.49582
H -2.43334 0.75058 0.63688
H -2.14124 -1.25056 1.38817
H -0.79283 -2.08589 -0.59853
H 1.32202 0.57794 -1.53707
H 1.41226 2.11940 -0.66327
H 1.22242 0.14899 1.67344
N -2.33327 -0.12808 0.14443
N -0.30365 -1.16457 -0.74000
O -0.18165 0.95420 -0.01562
O 2.62694 -0.77950 0.07878

DFT (wB97M-V/def2-TZVPD) results for C35H49AsIrN4O6 as an isolated structure.

Output
⟨S²⟩: 0.752
lowest unoccupied orbital energy (spin up / spin down): -5.29 / -7.26 eV
E: -4373.24260 Ha
energy relative to the best compared isomer or geometry (same formula, charge and spin): 0.00 kJ/mol
2S+1: 2
charge: +2
E_HOMO (spin up / spin down): -13.36 / -13.35 eV
molar mass: 888.94 g mol⁻¹

CARTESIAN COORDINATES (ANGSTROEM)
Ir -0.11139 0.87791 -0.37429
O 0.56530 -0.40789 1.10966
C 1.00823 0.03082 2.40354
C 2.23019 0.94590 2.42916
C 2.01475 2.29559 1.72179
C 0.62811 2.77065 1.96454
C 0.33267 3.48870 3.11509
C -0.94793 3.94260 3.34567
C -1.91431 3.67331 2.39382
C -1.57316 2.91871 1.29336
N -0.33506 2.43188 1.07209
H 1.67181 -0.87495 0.43830
H 1.27744 -0.86678 2.96831
H 0.16424 0.49943 2.91629
H 3.08240 0.43736 1.97714
H 2.47719 1.09124 3.48372
H 2.13796 2.17493 0.66087
H 2.73600 3.04671 2.04346
H 1.12944 3.69620 3.81687
H -1.18407 4.50837 4.23704
H -2.92667 4.03781 2.49359
H -2.31577 2.70817 0.55358
C -1.82039 3.89981 -2.81737
C -1.86981 2.64363 -2.00998
O -0.78174 2.03733 -1.88132
C -3.09416 2.11347 -1.47408
C -4.32410 2.67892 -1.89082
C -5.52410 2.18102 -1.46860
C -5.52076 1.09258 -0.58510
C -4.34736 0.52790 -0.15024
C -3.09557 1.00457 -0.58183
O -2.02387 0.41684 -0.06985
H -0.78246 4.19752 -2.93806
H -2.38274 4.69119 -2.32294
H -2.26176 3.74277 -3.80402
H -4.30910 3.51527 -2.57610
H -6.45380 2.62077 -1.79811
H -6.46159 0.69266 -0.22855
H -4.36169 -0.28772 0.55288
C 5.47529 1.05023 0.11576
C 5.28868 -0.27777 -0.60753
C 4.12074 -0.29858 -1.63169
C 4.14215 -1.65067 -2.37515
C 3.00252 -1.84904 -3.36121
C 4.37805 0.82271 -2.61380
O 5.27841 0.79703 -3.40783
N 3.55320 1.92886 -2.49691
C 2.40054 2.02543 -1.75226
O 1.73880 3.02941 -1.74616
N 2.00751 0.89387 -0.98357
C 2.81800 -0.13141 -0.89601
O 2.52538 -1.11622 -0.11279
H 6.26904 0.96567 0.85610
H 4.57075 1.36661 0.64062
H 5.75884 1.84792 -0.57224
H 5.11343 -1.08784 0.10123
H 6.18890 -0.51724 -1.17351
H 4.14047 -2.44503 -1.62883
H 5.09762 -1.68388 -2.89742
H 2.03552 -1.87911 -2.85399
H 3.12244 -2.79232 -3.89208
H 2.97996 -1.05502 -4.11157
H 3.78965 2.73318 -3.06521
C -2.39498 -0.66919 4.18208
C -1.45872 -1.79249 3.75135
As -1.37205 -2.06340 1.82866
C -3.18152 -2.68574 1.40380
C -3.54461 -4.10740 1.82288
C 0.04088 -3.39848 1.62447
C -0.34907 -4.86794 1.74647
H -2.39159 -0.58116 5.26778
H -3.42427 -0.84992 3.87278
H -2.08674 0.29258 3.76748
H -1.78035 -2.76108 4.14687
H -0.44197 -1.62361 4.09923
H -3.33733 -2.51336 0.33965
H -3.79029 -1.95750 1.94175
H -3.09884 -4.85588 1.17449
H -4.62789 -4.21437 1.75342
H -3.26368 -4.32936 2.85211
H 0.74611 -3.11652 2.40944
H 0.53867 -3.20527 0.67426
H -0.88309 -5.08444 2.67049
H 0.56106 -5.46826 1.74666
H -0.95854 -5.19955 0.90858
C -0.86208 -2.23330 -3.94677
C -0.25421 -1.01201 -4.18407
C 0.08466 -0.20978 -3.11246
N -0.14800 -0.57389 -1.84021
C -0.71628 -1.76585 -1.61740
C -1.08676 -2.62028 -2.63471
H -1.15071 -2.87502 -4.76823
H -0.03920 -0.67530 -5.18812
H 0.55219 0.75013 -3.26644
H -0.86382 -2.03443 -0.58058
H -1.54523 -3.56995 -2.39919

DFT (wB97M-V/def2-TZVPD) results for a 2-piece molecular cluster, C5H11N overall.

Output
lowest unoccupied orbital energy: 0.97 eV
E: -251.71802 Ha
energy relative to the best compared isomer or geometry (same formula, charge and spin): 379.42 kJ/mol
2S+1: 1
E_HOMO: -6.91 eV
molar mass: 85.15 g mol⁻¹

CARTESIAN COORDINATES (ANGSTROEM)
C -1.66579 1.55918 0.89199
C -1.15396 -1.02858 -1.07161
N -0.06480 -0.83701 -0.38372
C 0.61653 -1.41414 0.77092
C 1.06855 -0.27097 -0.03603
C 2.25752 0.27913 -0.73007
H -2.22991 0.70091 1.27072
H -1.65744 2.35761 1.63720
H -2.13887 1.92086 -0.02420
H -1.89523 -1.70901 -0.67482
H -1.33580 -0.42797 -1.95376
H 0.14267 -1.25488 1.74492
H 0.97498 -2.43809 0.60488
H -0.63748 1.25444 0.67916
H 2.86602 0.85880 -0.02743
H 1.95341 0.95399 -1.53643
H 2.89960 -0.50427 -1.16170

DFT (wB97M-V/def2-TZVPD) results for C6H7IN3 as an isolated structure.

Output
lowest unoccupied orbital energy: -5.09 eV
E: -694.45455 Ha
energy relative to the best compared isomer or geometry (same formula, charge and spin): 145.69 kJ/mol
2S+1: 1
charge: +1
E_HOMO: -12.85 eV
molar mass: 248.05 g mol⁻¹

CARTESIAN COORDINATES (ANGSTROEM)
C -1.58391 -0.80372 0.70148
C -1.93950 0.46816 0.89333
C -0.22970 -0.89880 0.23486
C 0.19995 0.53776 0.17176
C 2.65512 0.80481 -0.61175
C 0.43328 -2.00294 -0.13118
N -0.85373 1.25274 0.62800
N 3.28310 0.41971 0.42039
N 1.26111 1.19935 -0.32439
I 5.24231 -0.13120 0.23274
H -2.29603 -1.59926 0.92329
H -2.90204 0.73303 1.29492
H 3.05894 0.87744 -1.60312
H -0.06269 -2.85304 -0.29785
H 1.30797 -1.84002 -0.59191
H -0.85176 2.28798 0.45027
H 1.06979 2.26194 -0.36366

DFT (wB97M-V/def2-TZVPD) results for an isolated ion of composition C4H8NO and charge +1.

Output
lowest unoccupied orbital energy: -3.64 eV
E: -286.82744 Ha
energy relative to the best compared isomer or geometry (same formula, charge and spin): 302.05 kJ/mol
2S+1: 1
charge: +1
E_HOMO: -14.92 eV
molar mass: 86.11 g mol⁻¹

CARTESIAN COORDINATES (ANGSTROEM)
O 0.27723 0.34375 2.35055
C -0.01342 0.06218 1.02908
C 1.19806 -0.52028 -0.13850
N 0.50782 0.42460 -1.11846
C -0.54911 0.86157 -0.17215
C -1.35577 -0.22133 0.40008
H 0.51798 1.22151 2.63066
H 2.23181 -0.12040 -0.08264
H 0.93415 -1.55971 -0.32539
H 1.27678 0.99694 -1.27713
H 0.27703 0.03606 -2.08357
H -0.97745 1.80567 0.03787
H -2.14107 0.01386 1.10223
H -1.67040 -1.06981 -0.21210

DFT (wB97M-V/def2-TZVPD) results for C46H60N4PmSi2 as an isolated structure.

Output
⟨S²⟩: 6.006
lowest unoccupied orbital energy (spin up / spin down): 2.47 / 2.47 eV
E: -3195.33240 Ha
2S+1: 5
charge: -1
E_HOMO (spin up / spin down): -2.73 / -2.72 eV
molar mass: 870.19 g mol⁻¹

CARTESIAN COORDINATES (ANGSTROEM)
Pm -0.34846 -0.13744 -0.90008
C -5.63314 1.23822 1.47086
C -4.97875 0.06908 2.22041
C -3.98626 -0.66201 1.36498
C -4.22549 -1.78120 0.56242
C -5.50732 -2.54903 0.45047
C -5.58609 -3.70371 1.45725
C -3.02452 -2.04859 -0.12698
C -2.81051 -3.05282 -1.12258
C -1.69492 -3.21518 -1.89299
C -1.50548 -4.33049 -2.82393
C -2.54320 -5.35649 -3.15536
C -3.55374 -4.83006 -4.18237
C -0.25333 -4.23059 -3.31643
C 0.35875 -3.04922 -2.70498
C 1.66329 -2.69209 -2.89446
C 2.35908 -1.60798 -2.27375
N 1.81580 -0.83162 -1.29344
C 2.72507 0.15732 -1.01589
C 2.44352 1.27425 -0.17251
C 1.49163 1.57724 0.73352
N 0.50625 0.67080 1.36947
C -0.76609 1.38098 1.64199
C -2.01977 0.88475 1.63817
C -2.64657 -0.30263 1.15327
N -2.06351 -1.15956 0.25461
C -0.52182 2.78347 2.12957
C 1.44161 2.95467 1.34117
C 2.70592 3.78548 1.16770
C 3.91673 3.22708 1.91482
C -1.66725 3.40668 2.91591
C -1.95456 2.72263 4.25278
C 3.87144 -0.00167 -1.81114
C 3.64631 -1.13416 -2.60278
C 4.57966 -1.74250 -3.60345
C 5.45811 -2.83980 -2.98850
C 5.07571 0.89034 -1.80776
C 5.97317 0.68682 -0.58121
N -0.56205 -2.42295 -1.88650
C 0.43033 -5.15709 -4.27317
C 1.28614 -6.20553 -3.55124
H -6.34307 1.77048 2.10935
H -6.16195 0.87269 0.58913
H -4.87779 1.94828 1.12982
H -5.76081 -0.62067 2.54797
H -4.49202 0.44547 3.12420
H -5.60803 -2.95139 -0.56095
H -6.35470 -1.87559 0.60953
H -4.76195 -4.39969 1.29371
H -6.52962 -4.24917 1.36602
H -5.50377 -3.32369 2.47719
H -3.62153 -3.75534 -1.27247
H -3.07353 -5.64897 -2.24604
H -2.06263 -6.25575 -3.54816
H -4.04963 -3.93719 -3.80033
H -4.31448 -5.58088 -4.40928
H -3.04504 -4.56038 -5.10948
H 2.23791 -3.28576 -3.59569
H 3.14115 2.07983 -0.36346
H -2.75833 1.56359 2.04227
H 2.52059 4.79110 1.52403
H 2.92790 3.88744 0.10168
H 3.70455 3.16856 2.98450
H 4.78445 3.87465 1.77468
H 4.17773 2.22808 1.56831
H -2.56626 3.42147 2.29216
H -1.43148 4.44518 3.11303
H -2.27099 1.68806 4.12185
H -2.74303 3.25512 4.78831
H -1.05816 2.72509 4.87704
H 5.22256 -0.96712 -4.02867
H 4.00670 -2.16723 -4.43218
H 6.05712 -2.43061 -2.17282
H 6.13408 -3.27524 -3.72982
H 4.83189 -3.63301 -2.57698
H 4.75813 1.93815 -1.84592
H 5.66524 0.70894 -2.70928
H 5.40527 0.85301 0.33488
H 6.81913 1.37906 -0.59223
H 6.35777 -0.33415 -0.55579
H 1.06381 -4.57816 -4.94939
H -0.31779 -5.66241 -4.88905
H 2.04165 -5.71691 -2.93528
H 1.78936 -6.86308 -4.26429
H 0.66292 -6.81587 -2.89554
C 0.11011 -0.12150 4.29135
Si 1.16483 0.82631 3.05248
C 2.90471 0.11482 3.16123
C 0.90466 2.71859 2.81042
C 1.18028 3.83954 3.74491
C 0.95442 5.13538 3.46425
C 0.41119 5.70489 2.23063
C 0.02082 5.05328 1.11936
C 0.05773 3.58349 0.89270
Si -0.60033 2.90163 -0.89339
C 0.45391 4.03883 -2.05684
C -2.30684 3.81899 -0.96171
H 0.33793 0.18672 5.31546
H 0.33074 -1.18774 4.20450
H -0.95550 0.01162 4.11796
H 3.42031 0.47012 4.05748
H 3.50790 0.36579 2.29067
H 2.84069 -0.97402 3.21877
H 1.59070 3.59219 4.72024
H 1.19772 5.86461 4.23180
H 0.32206 6.78793 2.23782
H -0.35717 5.66527 0.30449
H 0.40679 5.09696 -1.78001
H 0.08680 3.95015 -3.08417
H 1.50744 3.74131 -2.06549
H -2.23125 4.88568 -0.72744
H -3.03360 3.37611 -0.27284
H -2.72605 3.73168 -1.96906